Molecular formula: C4H15N2O2
Method: DFT, ωB97M-V with the def2-TZVPD basis set

```
23
Properties=species:S:1:pos:R:3:forces:R:3:mulliken_charge:R:1
H -1.804 -1.474 0.662 -0.119 0.488 0.169 0.3538
H 0.213 -2.166 0.794 0.747 0.054 -0.279 0.2653
H 0.341 2.000 0.590 0.420 -3.714 -1.504 0.4163
C -0.282 -0.079 1.136 0.898 1.878 2.446 0.3194
H -1.720 -0.888 -1.976 -0.233 0.432 -0.164 0.2272
H 1.287 0.644 -0.114 1.531 0.048 0.035 0.3104
H 2.535 -0.991 1.629 -0.863 0.492 -2.786 0.3875
H 2.433 0.566 -2.372 0.836 0.805 1.349 0.3399
H -2.313 0.642 -2.462 0.804 -1.028 0.674 0.2380
N 0.371 0.927 0.166 -3.011 3.168 0.532 -0.3377
H 0.914 -1.614 2.330 -1.000 0.148 0.020 0.3910
O 2.620 1.120 -1.569 -10.391 1.544 -5.295 -0.6067
C 0.704 -1.320 1.298 -1.184 1.062 -0.228 -0.6359
H 3.359 0.958 -1.221 9.583 -2.394 3.927 0.2469
H -2.423 -0.125 1.717 1.213 -0.482 -1.457 0.2976
H -0.249 0.514 2.139 -0.028 -1.158 -1.642 0.2807
O 1.949 -0.882 0.789 2.062 -1.260 2.548 -0.5582
H -3.471 -0.354 -0.310 1.621 1.099 -1.009 0.3195
H -0.168 0.954 -0.750 0.151 -0.154 0.843 0.4221
N -1.779 0.103 -1.740 -0.735 1.294 0.423 -0.5642
C -1.743 -0.377 0.814 -1.125 -0.097 -0.052 -0.8509
H -2.864 1.237 -0.178 0.643 0.904 -0.591 0.4438
C -2.472 0.272 -0.451 -1.819 -3.129 2.041 -0.7056
```
Forces are in eV/Å.

The value obtained for the gap between HOMO and LUMO is 0.3807 hartree. The charge is +1. The calculation puts the highest occupied orbital energy at -13.50 eV. As for the spin multiplicity: 1. For the energy above the lowest of the compared OMol25 structures with the same formula, charge and spin, the calculation gives 275.2 kJ/mol.



Molecular formula: C4H15N2O2
Method: DFT, ωB97M-V with the def2-TZVPD basis set

```
23
Properties=species:S:1:pos:R:3:forces:R:3:mulliken_charge:R:1
N -0.772 0.010 2.615 -0.196 0.038 -0.689 -0.6178
H -1.100 -0.349 -3.304 0.051 0.158 0.037 0.3267
O -1.184 -0.671 -2.404 -0.019 -0.412 0.178 -0.5484
C -0.073 0.990 1.765 -0.606 -0.418 -0.744 -0.7134
H 1.232 1.100 0.141 -0.021 0.803 -0.903 0.4225
H 2.127 1.077 -2.845 -0.031 -0.125 -0.111 0.3107
H -1.552 0.891 -1.146 -0.018 -0.476 0.832 0.3438
H -0.166 -0.651 3.080 0.143 0.378 0.538 0.2266
H 1.621 -0.097 1.106 -0.270 -1.163 0.016 0.5280
C -0.712 0.241 -1.431 -0.453 0.968 -1.143 -0.7016
H -0.469 -2.281 0.682 0.224 -0.457 -0.332 0.3650
C 0.721 0.309 0.642 0.661 0.882 1.189 -1.0523
C -0.001 -0.542 -0.382 0.249 -0.248 1.804 0.2346
O 2.183 0.338 -2.226 0.340 0.343 0.071 -0.5953
H 0.596 1.671 2.293 -0.064 -0.058 0.144 0.4058
H 0.717 -1.234 -0.800 0.060 0.175 -0.723 0.2541
H -1.289 -1.077 1.280 -0.426 0.927 -0.201 0.4310
H -0.870 1.579 1.299 0.114 0.206 0.171 0.3361
H -0.007 0.984 -1.802 0.268 -0.401 -0.289 0.3320
H -1.677 -1.770 -0.312 -0.174 0.029 0.341 0.3630
N -0.966 -1.460 0.357 0.016 -0.622 -0.474 -0.1604
H -1.419 0.482 3.231 0.179 -0.336 0.342 0.2081
H 3.060 0.460 -1.840 -0.026 -0.193 -0.055 0.3011
```
Forces are in eV/Å.

The value obtained for the gap between HOMO and LUMO is 0.4062 hartree. The charge is +1. The calculation puts the highest occupied orbital energy at -13.87 eV. As for the spin multiplicity: 1. For the energy above the lowest of the compared OMol25 structures with the same formula, charge and spin, the calculation gives 107.3 kJ/mol.



Please write out number 2 again, unchanged.
Molecular formula: C4H15N2O2
Method: DFT, ωB97M-V with the def2-TZVPD basis set

```
23
Properties=species:S:1:pos:R:3:forces:R:3:mulliken_charge:R:1
N -0.772 0.010 2.615 -0.196 0.038 -0.689 -0.6178
H -1.100 -0.349 -3.304 0.051 0.158 0.037 0.3267
O -1.184 -0.671 -2.404 -0.019 -0.412 0.178 -0.5484
C -0.073 0.990 1.765 -0.606 -0.418 -0.744 -0.7134
H 1.232 1.100 0.141 -0.021 0.803 -0.903 0.4225
H 2.127 1.077 -2.845 -0.031 -0.125 -0.111 0.3107
H -1.552 0.891 -1.146 -0.018 -0.476 0.832 0.3438
H -0.166 -0.651 3.080 0.143 0.378 0.538 0.2266
H 1.621 -0.097 1.106 -0.270 -1.163 0.016 0.5280
C -0.712 0.241 -1.431 -0.453 0.968 -1.143 -0.7016
H -0.469 -2.281 0.682 0.224 -0.457 -0.332 0.3650
C 0.721 0.309 0.642 0.661 0.882 1.189 -1.0523
C -0.001 -0.542 -0.382 0.249 -0.248 1.804 0.2346
O 2.183 0.338 -2.226 0.340 0.343 0.071 -0.5953
H 0.596 1.671 2.293 -0.064 -0.058 0.144 0.4058
H 0.717 -1.234 -0.800 0.060 0.175 -0.723 0.2541
H -1.289 -1.077 1.280 -0.426 0.927 -0.201 0.4310
H -0.870 1.579 1.299 0.114 0.206 0.171 0.3361
H -0.007 0.984 -1.802 0.268 -0.401 -0.289 0.3320
H -1.677 -1.770 -0.312 -0.174 0.029 0.341 0.3630
N -0.966 -1.460 0.357 0.016 -0.622 -0.474 -0.1604
H -1.419 0.482 3.231 0.179 -0.336 0.342 0.2081
H 3.060 0.460 -1.840 -0.026 -0.193 -0.055 0.3011
```
Forces are in eV/Å.

The value obtained for the gap between HOMO and LUMO is 0.4062 hartree. The charge is +1. The calculation puts the highest occupied orbital energy at -13.87 eV. As for the spin multiplicity: 1. For the energy above the lowest of the compared OMol25 structures with the same formula, charge and spin, the calculation gives 107.3 kJ/mol.



Among the records above, which one has the highest energy above the lowest of the compared OMol25 structures with the same formula, charge and spin? number 1